[1]
{"formula": "C44H88ClN4O8", "method": "ωB97M-V with the def2-TZVPD basis set", "species": ["C", "C", "O", "O", "C", "C", "C", "C", "C", "C", "C", "C", "C", "N", "C", "C", "C", "C", "N", "C", "C", "N", "C", "C", "N", "C", "C", "C", "Cl", "C", "C", "C", "C", "O", "C", "C", "O", "H", "H", "H", "H", "H", "H", "H", "H", "H", "H", "H", "H", "H", "H", "H", "H", "H", "H", "H", "H", "H", "H", "H", "H", "H", "H", "H", "H", "H", "H", "H", "H", "H", "H", "H", "H", "H", "H", "H", "H", "H", "H", "H", "H", "H", "H", "H", "H", "C", "C", "O", "C", "C", "H", "H", "H", "H", "H", "H", "H", "H", "H", "H", "C", "C", "O", "C", "C", "H", "H", "H", "H", "H", "H", "H", "H", "H", "H", "C", "C", "O", "C", "C", "H", "H", "H", "H", "H", "H", "H", "H", "H", "H", "C", "C", "O", "C", "C", "H", "H", "H", "H", "H", "H", "H", "H", "H", "H"], "positions_angstrom": [[-5.088, -5.541, -1.214], [-5.597, -4.651, -2.378], [-6.717, -4.811, -2.761], [-4.831, -3.708, -3.048], [-4.162, -2.807, -2.121], [-3.468, -1.647, -2.928], [-2.742, -0.676, -1.881], [-1.258, -1.171, -1.765], [-0.321, -0.472, -0.676], [-1.073, 0.861, -0.228], [-0.160, 1.780, 0.695], [-0.435, 3.306, 0.515], [0.267, 4.206, 1.628], [0.553, 3.458, 2.880], [1.751, 2.832, 3.285], [1.401, 2.237, 4.551], [-0.022, 2.547, 4.827], [-0.529, 3.339, 3.728], [0.874, 0.034, -1.405], [1.978, -0.926, -1.471], [1.634, -2.402, -1.069], [1.004, -2.499, 0.316], [0.338, -3.829, 0.398], [1.189, -5.065, -0.048], [0.663, -6.222, 0.024], [2.229, -2.445, 1.215], [1.960, -2.616, 2.740], [3.222, -3.361, 3.354], [1.873, -1.024, 3.644], [0.080, -1.309, 0.587], [-1.037, -1.555, 1.651], [-2.386, -2.236, 1.216], [-3.604, -1.361, 1.703], [-3.510, -1.068, 3.105], [-4.314, 0.020, 3.469], [-4.057, 1.482, 3.005], [-5.256, -0.192, 4.164], [-4.696, -4.980, -0.332], [-4.294, -6.271, -1.520], [-5.945, -6.160, -0.856], [-4.933, -2.433, -1.403], [-3.403, -3.447, -1.584], [-4.228, -1.124, -3.547], [-2.662, -2.147, -3.520], [-3.344, -0.740, -0.949], [-2.777, 0.341, -2.348], [-0.813, -1.069, -2.791], [-1.311, -2.287, -1.597], [-1.312, 1.504, -1.115], [-1.977, 0.643, 0.389], [-0.389, 1.456, 1.750], [0.931, 1.603, 0.554], [0.062, 3.606, -0.450], [-1.522, 3.560, 0.399], [-0.381, 5.088, 1.823], [1.256, 4.566, 1.241], [2.681, 2.829, 2.694], [2.072, 1.625, 5.178], [-0.596, 2.206, 5.712], [-1.551, 3.733, 3.578], [0.621, 0.428, -2.305], [2.326, -0.966, -2.540], [2.867, -0.563, -0.891], [2.574, -2.983, -1.159], [0.905, -2.868, -1.783], [-0.053, -4.079, 1.418], [-0.574, -3.820, -0.256], [2.220, -5.017, -0.472], [-0.278, -6.073, 0.420], [2.781, -1.480, 1.081], [2.972, -3.236, 0.934], [1.087, -3.240, 3.024], [3.013, -3.723, 4.385], [3.470, -4.263, 2.727], [4.138, -2.718, 3.317], [0.792, -0.621, 1.130], [-0.681, -2.090, 2.568], [-1.310, -0.537, 2.039], [-2.492, -3.182, 1.821], [-2.479, -2.557, 0.159], [-4.529, -1.988, 1.563], [-3.700, -0.397, 1.148], [-5.024, 1.858, 2.582], [-3.705, 2.159, 3.811], [-3.346, 1.479, 2.133], [-2.845, -2.389, -8.801], [-3.381, -1.731, -7.540], [-4.790, -1.601, -7.518], [-5.533, -2.811, -7.579], [-5.258, -3.751, -6.418], [-3.205, -1.867, -9.689], [-1.754, -2.379, -8.802], [-3.169, -3.429, -8.880], [-2.981, -0.716, -7.478], [-3.032, -2.259, -6.644], [-5.366, -3.313, -8.538], [-6.585, -2.524, -7.558], [-4.228, -4.116, -6.429], [-5.918, -4.618, -6.466], [-5.415, -3.242, -5.466], [3.624, 6.858, 0.783], [3.926, 6.257, 2.145], [4.701, 5.073, 2.082], [5.993, 5.189, 1.505], [6.908, 6.148, 2.247], [3.162, 6.114, 0.127], [2.949, 7.710, 0.881], [4.532, 7.207, 0.288], [2.985, 5.972, 2.623], [4.401, 6.997, 2.797], [5.914, 5.462, 0.447], [6.431, 4.190, 1.536], [6.545, 7.176, 2.193], [7.910, 6.127, 1.814], [6.975, 5.877, 3.302], [1.317, -8.253, 3.477], [2.452, -7.789, 2.580], [3.733, -7.903, 3.173], [4.142, -9.214, 3.539], [4.223, -10.176, 2.366], [1.352, -7.736, 4.439], [0.353, -8.057, 3.004], [1.377, -9.324, 3.680], [2.312, -6.727, 2.359], [2.431, -8.311, 1.617], [3.491, -9.610, 4.326], [5.134, -9.111, 3.979], [3.241, -10.362, 1.926], [4.628, -11.135, 2.691], [4.865, -9.772, 1.581], [2.561, 12.488, -0.699], [2.522, 10.977, -0.848], [1.549, 10.348, -0.029], [0.199, 10.718, -0.261], [-0.287, 10.407, -1.666], [2.688, 12.768, 0.348], [3.385, 12.907, -1.279], [1.637, 12.952, -1.051], [3.489, 10.571, -0.541], [2.383, 10.689, -1.896], [0.048, 11.776, -0.020], [-0.400, 10.149, 0.453], [0.240, 10.999, -2.417], [-1.352, 10.628, -1.756], [-0.125, 9.353, -1.904]], "energy_ev": -81906.0836, "mol_weight_da": 836.66, "e_homo_ev": -10.2, "total_charge": 1}

---

[2]
{"formula": "C7H17NO", "method": "ωB97M-V with the def2-TZVPD basis set", "species": ["C", "C", "N", "O", "H", "H", "H", "H", "H", "H", "H", "C", "C", "C", "C", "C", "H", "H", "H", "H", "H", "H", "H", "H", "H", "H"], "positions_angstrom": [[1.373, -1.015, -0.527], [1.673, -2.350, 0.153], [2.577, -0.351, -0.956], [0.449, -1.141, -1.576], [-0.486, -0.954, -1.176], [0.903, -0.343, 0.223], [3.179, -0.994, -1.460], [2.357, 0.399, -1.600], [0.760, -2.773, 0.567], [2.394, -2.201, 0.953], [2.085, -3.049, -0.572], [-0.349, 1.579, 0.538], [-2.195, 1.224, -1.285], [0.088, 1.318, 1.967], [-1.474, 0.591, -0.129], [-2.015, -0.393, 0.582], [0.501, 1.652, -0.144], [-0.858, 2.544, 0.495], [-2.797, 2.068, -0.962], [-1.470, 1.594, -2.012], [-2.824, 0.500, -1.802], [0.609, 0.366, 2.072], [-0.767, 1.303, 2.635], [0.755, 2.113, 2.293], [-2.931, -0.871, 0.271], [-1.537, -0.814, 1.453]], "energy_ev": -11071.3896, "mol_weight_da": 131.22, "e_homo_ev": -9.3}

---

[3]
{"formula": "C15H18N2O6", "method": "ωB97M-V with the def2-TZVPD basis set", "species": ["C", "C", "H", "H", "O", "C", "O", "C", "C", "N", "C", "C", "C", "C", "C", "C", "N", "O", "O", "H", "H", "C", "H", "H", "H", "H", "H", "H", "C", "O", "O", "C", "C", "H", "H", "H", "H", "H", "H", "H", "H"], "positions_angstrom": [[-2.870, -4.533, 1.063], [-3.491, -3.259, 0.523], [-4.276, -2.885, 1.190], [-3.936, -3.417, -0.466], [-2.467, -2.269, 0.417], [-2.846, -1.092, -0.128], [-3.973, -0.889, -0.503], [-1.717, -0.150, -0.223], [-0.438, -0.604, -0.087], [0.651, 0.180, -0.138], [1.960, -0.228, -0.108], [2.313, -1.551, -0.407], [3.624, -1.986, -0.418], [4.645, -1.073, -0.135], [4.336, 0.233, 0.150], [3.010, 0.673, 0.176], [2.794, 2.041, 0.528], [3.768, 2.759, 0.634], [1.652, 2.424, 0.723], [5.109, 0.953, 0.370], [5.673, -1.398, -0.146], [3.963, -3.406, -0.736], [3.073, -3.984, -0.965], [4.472, -3.866, 0.110], [4.639, -3.448, -1.588], [1.534, -2.251, -0.664], [0.461, 1.191, -0.189], [-0.289, -1.656, 0.115], [-1.972, 1.276, -0.508], [-1.099, 2.038, -0.883], [-3.226, 1.642, -0.296], [-3.552, 3.010, -0.538], [-3.148, 3.894, 0.634], [-3.473, 4.914, 0.449], [-2.067, 3.885, 0.751], [-3.607, 3.535, 1.551], [-3.048, 3.341, -1.451], [-4.634, 3.015, -0.684], [-2.102, -4.895, 0.385], [-2.418, -4.347, 2.034], [-3.636, -5.295, 1.168]], "energy_ev": -31110.2600, "mol_weight_da": 322.32, "e_homo_ev": -8.5}

---

[4]
{"formula": "CH2O2S3", "method": "ωB97M-V with the def2-TZVPD basis set", "species": ["C", "O", "O", "S", "S", "S", "H", "H"], "positions_angstrom": [[-0.440, -0.755, 0.500], [1.791, 0.926, -1.191], [1.929, 0.768, 1.231], [0.972, -1.591, -0.021], [-0.812, 0.796, 0.350], [2.397, 0.158, 0.073], [-0.989, -1.571, 0.958], [1.721, 1.912, -1.211]], "energy_ev": -37667.9571, "mol_weight_da": 142.23, "e_homo_ev": -8.5}

---

[5]
{"formula": "C5H25NO9", "method": "ωB97M-V with the def2-TZVPD basis set", "species": ["C", "C", "N", "C", "C", "C", "O", "O", "H", "H", "H", "H", "H", "H", "H", "H", "H", "H", "H", "H", "H", "O", "H", "H", "O", "H", "H", "O", "H", "H", "O", "H", "H", "O", "H", "H", "O", "H", "H", "O"], "positions_angstrom": [[-2.996, -0.676, 0.153], [-1.830, 0.228, -0.093], [-2.036, 1.557, -0.221], [-3.349, 2.109, -0.496], [-0.904, 2.447, -0.511], [-0.238, 2.971, 0.769], [0.935, 2.280, 1.248], [-0.676, -0.197, -0.061], [-2.668, -1.670, 0.477], [-3.557, -0.853, -0.788], [-3.694, -0.251, 0.882], [-4.145, 1.505, -0.065], [-3.457, 3.124, -0.102], [-3.527, 2.182, -1.572], [-0.141, 1.922, -1.088], [-1.277, 3.299, -1.097], [0.183, 3.964, 0.600], [-0.939, 3.060, 1.598], [0.724, 1.487, 1.828], [0.169, -2.359, -3.036], [-0.209, -3.028, -1.704], [-0.528, -2.878, -2.621], [2.176, 0.127, -2.327], [0.856, -0.441, -1.892], [1.572, -0.605, -2.522], [2.129, -1.833, 1.461], [0.813, -2.470, 1.727], [1.524, -2.019, 2.212], [2.583, -0.635, -0.203], [2.657, -1.763, -1.232], [2.712, -1.621, -0.274], [3.401, 1.529, -0.180], [1.885, 1.483, 0.107], [2.595, 1.095, -0.501], [-0.587, 0.075, 2.508], [0.822, -0.573, 2.715], [0.267, 0.252, 2.909], [1.223, -2.532, -0.300], [1.154, -4.112, -0.183], [0.618, -3.311, -0.168]], "energy_ev": -25509.6959, "mol_weight_da": 243.25, "e_homo_ev": -9.8}

---

[6]
{"formula": "C8H15NO5S", "method": "ωB97M-V with the def2-TZVPD basis set", "species": ["C", "C", "C", "C", "C", "C", "C", "C", "N", "O", "O", "O", "O", "O", "S", "H", "H", "H", "H", "H", "H", "H", "H", "H", "H", "H", "H", "H", "H", "H"], "positions_angstrom": [[-1.459, 3.320, -2.137], [1.729, 1.098, -0.928], [1.501, -0.341, -0.356], [2.131, -1.395, -1.268], [-2.058, -1.268, 0.944], [0.139, -1.591, 2.119], [-0.793, 0.744, 1.799], [-0.718, -0.671, 1.283], [0.083, -0.563, -0.299], [-1.421, 2.854, -3.180], [-1.501, 3.853, -1.125], [-0.347, -0.098, -2.692], [-1.878, 0.924, -1.092], [0.471, 1.680, -1.171], [-0.570, 0.455, -1.402], [2.256, 1.745, -0.224], [2.284, 1.040, -1.869], [1.938, -0.411, 0.643], [1.614, -1.383, -2.223], [2.022, -2.382, -0.826], [3.188, -1.188, -1.417], [-2.667, -1.304, 1.845], [-2.563, -0.656, 0.207], [-1.942, -2.273, 0.550], [1.053, -1.108, 2.459], [0.394, -2.489, 1.564], [-0.432, -1.881, 3.000], [-1.331, 1.369, 1.093], [-1.322, 0.757, 2.750], [0.199, 1.163, 1.955]], "energy_ev": -31096.1718, "mol_weight_da": 237.28, "s_squared": 2.0073, "e_homo_ev": [-4.0, -11.3], "multiplicity": 3}